Entry 1:
52
Properties=species:S:1:pos:R:3 method="wB97M-V/def2-TZVPD" charge=+2 orbital_gap_ev=6.7110 de_lowest_kcal_mol=0.0
Pd 0.41 -0.22 0.61
N -1.57 -3.35 2.32
C -1.14 -4.61 1.81
C -1.39 -5.76 2.54
C -0.96 -6.99 2.05
C -0.27 -7.05 0.86
C 0.00 -5.89 0.14
C -0.45 -4.67 0.61
S -0.23 -3.23 -0.39
N -0.35 -2.02 0.84
C -1.04 -2.19 1.93
C -1.28 -0.94 2.71
C -1.72 -0.90 4.01
C -1.95 0.35 4.59
C -1.74 1.49 3.84
C -1.26 1.37 2.55
N -1.03 0.18 1.99
H -2.19 -3.36 3.11
H -1.93 -5.70 3.48
H -1.18 -7.89 2.61
H 0.06 -8.01 0.47
H 0.54 -5.95 -0.80
H -1.87 -1.80 4.58
H -2.29 0.42 5.62
H -1.93 2.47 4.25
H -1.07 2.23 1.92
C 5.17 -2.36 -0.55
C 4.53 -1.05 -1.03
C 3.11 -0.96 -0.69
N 2.00 -0.91 -0.41
H 6.25 -2.28 -0.64
H 4.83 -3.20 -1.15
H 4.93 -2.56 0.49
H 4.61 -0.93 -2.11
H 5.00 -0.17 -0.57
C 1.59 3.94 0.19
C 1.78 2.55 0.70
O 0.94 1.71 0.31
C 2.92 2.22 1.57
C 4.00 3.09 1.62
C 5.10 2.80 2.41
C 5.12 1.64 3.17
C 4.03 0.77 3.14
C 2.94 1.05 2.34
H 0.62 4.02 -0.29
H 2.36 4.17 -0.54
H 1.68 4.67 1.00
H 4.01 4.01 1.04
H 5.94 3.48 2.43
H 5.97 1.42 3.80
H 4.04 -0.13 3.75
H 2.10 0.37 2.34


Entry 2:
90
Properties=species:S:1:pos:R:3 method="wB97M-V/def2-TZVPD" charge=+1 orbital_gap_ev=7.4097
C 5.83 0.29 -0.39
O 5.67 1.36 0.57
C 5.92 2.66 -0.02
C 4.81 3.13 -1.08
C 3.61 4.00 -0.46
C 3.15 3.57 1.02
C 1.55 3.46 1.20
C 0.90 2.16 0.56
C 1.29 1.53 -0.81
C 0.53 0.27 -1.32
C 0.95 -0.31 -2.77
O 1.66 -1.32 -2.90
O 0.40 0.41 -3.88
C -0.61 -0.35 -0.45
C -0.91 0.37 0.90
N -0.18 1.53 1.33
H 4.84 -0.07 -0.86
H 6.62 0.53 -1.18
H 6.22 -0.62 0.21
H 6.95 2.58 -0.55
H 6.01 3.46 0.80
H 4.42 2.25 -1.70
H 5.36 3.83 -1.83
H 2.72 3.98 -1.20
H 3.95 5.11 -0.43
H 3.61 2.60 1.41
H 3.50 4.41 1.73
H 1.06 4.38 0.68
H 1.26 3.54 2.31
H 2.11 1.98 -1.46
H 0.16 1.30 -3.51
H -1.19 -1.28 -0.79
H -1.77 -0.04 1.57
H -0.46 1.96 2.23
O 0.43 2.15 4.63
C 0.76 1.02 4.97
O 1.93 0.51 4.56
C 2.48 -0.73 5.05
C 1.93 -1.91 4.27
C -0.19 0.16 5.75
H 2.33 -0.83 6.13
H 3.56 -0.67 4.89
H 0.85 -2.00 4.39
H 2.39 -2.84 4.61
H 2.12 -1.79 3.20
H -0.90 -0.31 5.06
H -0.73 0.79 6.45
H 0.30 -0.61 6.34
O -3.16 -1.59 3.92
C -3.79 -2.26 3.13
O -4.31 -3.44 3.51
C -5.21 -4.22 2.70
C -4.46 -5.10 1.73
C -3.90 -1.84 1.69
H -5.95 -3.58 2.20
H -5.78 -4.84 3.40
H -3.86 -4.52 1.03
H -5.15 -5.73 1.17
H -3.76 -5.75 2.27
H -2.99 -2.15 1.16
H -3.98 -0.75 1.66
H -4.77 -2.23 1.18
O -2.72 -5.32 -1.46
C -1.71 -5.22 -2.12
O -1.35 -4.03 -2.62
C -0.09 -3.76 -3.26
C -0.13 -4.14 -4.73
C -0.90 -6.44 -2.47
H 0.73 -4.25 -2.72
H 0.07 -2.69 -3.17
H -0.31 -5.21 -4.86
H 0.81 -3.88 -5.21
H -0.94 -3.61 -5.23
H -1.35 -6.94 -3.33
H -0.92 -7.12 -1.61
H 0.14 -6.23 -2.67
O -0.03 5.14 -3.61
C -1.18 4.93 -3.31
O -1.58 3.68 -3.01
C -2.87 3.35 -2.45
C -3.90 3.19 -3.55
C -2.20 6.03 -3.35
H -3.16 4.07 -1.69
H -2.74 2.39 -1.94
H -4.05 4.12 -4.10
H -4.87 2.89 -3.12
H -3.58 2.44 -4.27
H -2.55 6.16 -4.38
H -1.72 6.96 -3.02
H -3.04 5.88 -2.69


Entry 3:
52
Properties=species:S:1:pos:R:3 method="wB97M-V/def2-TZVPD" orbital_gap_ev=5.8698 de_lowest_kcal_mol=0.0
Ba 0.22 0.33 -0.53
N -2.34 -4.05 -0.60
C -3.50 -3.31 -0.72
C -4.84 -3.67 -0.82
C -5.75 -2.64 -0.91
C -5.34 -1.29 -0.91
C -4.01 -0.94 -0.82
C -3.08 -1.97 -0.73
N -1.70 -1.91 -0.62
C -1.30 -3.16 -0.54
C 0.10 -3.55 -0.37
C 0.59 -4.81 -0.25
S 2.28 -4.75 -0.04
C 2.22 -3.04 -0.09
N 1.03 -2.54 -0.28
H -2.26 -5.04 -0.54
H -5.16 -4.70 -0.81
H -6.81 -2.87 -0.98
H -6.10 -0.52 -0.97
H -3.69 0.09 -0.79
H 0.06 -5.75 -0.28
H 3.10 -2.44 0.03
F 1.45 5.91 2.05
C 0.62 4.89 1.72
C 0.75 3.67 2.35
C -0.11 2.64 2.01
C -1.12 2.78 1.03
C -1.95 1.67 0.60
C -1.19 4.05 0.41
C -0.35 5.10 0.76
H 1.52 3.54 3.10
H -0.02 1.69 2.53
H -2.81 1.95 0.00
H -2.25 1.00 1.41
H -1.97 4.23 -0.33
H -0.45 6.08 0.31
Br 7.15 -1.62 0.52
C 5.39 -0.90 0.51
C 4.70 -0.75 1.70
C 3.41 -0.23 1.66
C 2.74 0.13 0.48
C 3.50 -0.04 -0.68
C 4.81 -0.54 -0.70
H 5.17 -1.02 2.63
H 2.90 -0.12 2.62
H 3.09 0.21 -1.66
H 5.36 -0.65 -1.62
Cl 2.08 2.95 -1.01
C 1.17 3.94 -2.15
Cl 0.60 2.94 -3.51
H 1.81 4.73 -2.53
H 0.29 4.33 -1.64


Entry 4:
4
Properties=species:S:1:pos:R:3 method="wB97M-V/def2-TZVPD" charge=+1 orbital_gap_ev=13.1002 de_lowest_kcal_mol=44.6
O -0.25 -0.34 -0.42
H -0.43 0.18 0.39
H -0.13 -1.27 -0.10
K 0.80 1.43 0.13